A 3-piece molecular cluster, C4H14O2 overall in a non-equilibrium geometry, computed with wB97M-V/def2-TZVPD.

Cartesian coordinates (Å):
C 1.145 -0.530 1.187
C 0.125 0.290 2.020
C -1.166 0.411 1.183
C -1.516 -0.947 0.615
H 1.311 0.043 0.228
H 0.874 -1.510 0.850
H 2.080 -0.552 1.820
H 0.509 1.291 2.175
H -0.045 -0.076 3.061
H -2.094 0.752 1.753
H -1.219 1.290 0.525
H -2.253 -0.976 -0.145
H -1.935 -1.431 1.425
H -0.684 -1.520 0.190
O -0.298 0.357 -3.225
H -0.867 0.575 -2.523
H -0.186 -0.547 -3.392
O 2.389 0.884 -2.389
H 1.590 0.380 -2.761
H 2.239 1.817 -2.597

The largest force on an atom is 2.940 eV/Å. Its LUMO energy is 0.6 eV.

=====

A 2-piece molecular cluster, CH4NO3 overall in a non-equilibrium geometry, computed with wB97M-V/def2-TZVPD.

Cartesian coordinates (Å):
C -1.670 0.122 -0.087
N 1.560 -0.660 0.226
O 1.842 0.720 0.400
O -0.852 0.984 0.264
O -1.828 -1.054 0.465
H -2.137 0.411 -1.050
H 1.597 -0.866 -0.863
H 0.920 1.220 0.327
H 0.567 -0.877 0.319

The largest force on an atom is 3.544 eV/Å. As for the net charge: -1. Its LUMO energy is 4.5 eV.